1.
Below is a structure of composition C25H14ClFeN3OS4 in a non-equilibrium geometry, with properties calculated with ωB97M-V/def2-TZVPD.

Cartesian coordinates (Å):
Fe -0.9795 1.7008 -0.1214
Cl 3.3899 1.8012 -5.9063
C 2.1059 1.8069 -4.7170
C 0.7692 1.8626 -5.1469
C -0.2432 1.8888 -4.2297
C 0.0100 1.8684 -2.8241
O -0.9594 1.9497 -2.0121
C 1.3851 1.7677 -2.4148
C 1.7623 1.6807 -1.0486
N 0.9472 1.6263 -0.0438
C 1.4160 1.5307 1.2700
C 2.7272 1.6336 1.6962
C 3.0603 1.4485 3.0446
C 2.1055 1.1369 3.9770
C 0.7528 1.0432 3.5864
C -0.2963 0.7038 4.4686
C -1.5809 0.7052 4.0060
C -1.8372 1.0457 2.6691
N -0.8866 1.3262 1.8068
C 0.4064 1.3028 2.2428
C 2.4072 1.7547 -3.3882
H 0.5523 1.8887 -6.2069
H -1.2754 1.9322 -4.5503
H 2.8324 1.6293 -0.8518
H 3.5102 1.8747 0.9911
H 4.0945 1.5510 3.3488
H 2.3737 0.9707 5.0129
H -0.0666 0.4404 5.4940
H -2.4063 0.4532 4.6576
H -2.8486 1.0802 2.2861
H 3.4410 1.6964 -3.0677
S -3.2584 1.7585 -0.2188
S -4.0600 3.5428 -0.1086
S -2.4073 4.9639 -0.2136
S -0.8160 3.9765 0.3745
N -1.3420 -8.2173 -0.3038
C -1.2787 -7.0679 -0.2956
C -1.2072 -5.6378 -0.2815
C 0.0293 -4.9908 -0.2923
C 0.0917 -3.6124 -0.2819
C -1.0774 -2.8364 -0.2644
C -2.3152 -3.5028 -0.2482
C -2.3809 -4.8799 -0.2584
C -1.0279 -1.4163 -0.2655
C -1.0481 -0.1948 -0.2833
H 0.9357 -5.5822 -0.3109
H 1.0494 -3.1101 -0.2911
H -3.2184 -2.9086 -0.2328
H -3.3378 -5.3858 -0.2524

Output
HOMO level (alpha / beta)	-4.30 / -4.22	eV
spin multiplicity	2
E_LUMO (alpha / beta)	0.0607 / 0.0484	Ha
net charge	-1
Kohn-Sham gap (alpha / beta)	5.949 / 5.536	eV
electronic energy	-122922.9265	eV
<S²>	0.76
relative energy (zero: lowest compared OMol25 entry of this formula, charge and spin)	0.179	eV

***

2.
Below is a structure of composition C25H14ClIMgN4O in a non-equilibrium geometry, with properties calculated with ωB97M-V/def2-TZVPD.

Cartesian coordinates (Å):
Mg -0.1243 -0.1124 0.2900
Cl -4.5952 -3.7177 3.5388
C -3.4548 -2.4619 3.1456
C -3.5556 -1.3012 3.8015
C -3.1168 0.8416 2.3713
I -3.3200 2.8713 2.9801
C -1.8121 0.5354 1.5971
O -1.0204 1.3894 0.9992
C -1.6026 -1.6517 1.6471
N -0.4098 -2.0118 0.9661
C -0.1470 -3.2858 0.6827
C -0.9573 -4.3365 1.0362
C -2.1039 -4.0523 1.8011
C -2.4302 -2.7738 2.1651
H -4.3377 -1.1463 4.5331
H 0.7776 -3.4575 0.1395
H -0.7016 -5.3500 0.7664
H -2.7215 -4.8698 2.1492
N -0.4434 -1.6622 10.1725
C -0.3760 -1.4545 9.0440
C -0.2953 -1.1952 7.6379
C -0.4785 -2.2331 6.7250
C -0.4091 -1.9758 5.3680
C -0.1385 -0.6893 4.9108
C 0.0390 0.3456 5.8251
C -0.0408 0.0985 7.1836
C -0.0854 -0.4312 3.4478
C 1.1553 -0.2168 2.8915
C 2.4021 -0.1902 3.6098
C 3.3770 0.0965 2.7019
C 2.7220 0.2327 1.4438
N 1.4240 0.0484 1.5393
C -1.3477 -0.4776 2.7395
C -2.6501 -0.1570 3.5135
C -4.1917 0.3326 1.4656
C -3.6577 -0.5188 0.5930
N -2.2423 -0.6072 0.7024
H -0.6765 -3.2336 7.0842
H -0.5640 -2.7762 4.6535
H 0.2361 1.3478 5.4641
H 0.0919 0.9017 7.8953
H 2.5176 -0.3615 4.6676
H 4.4348 0.1966 2.8834
H 3.1824 0.4557 0.4912
H -2.4348 0.3901 4.4289
H -5.2353 0.5959 1.5471
H -4.1734 -1.1170 -0.1443

Output
HOMO level	-6.95	eV
spin multiplicity	1
E_LUMO	-0.0461	Ha
Kohn-Sham gap	5.700	eV
electronic energy	-60226.5085	eV

***

3.
Below is a structure of composition C25H16BClF2IN4O3Zr, with properties calculated with ωB97M-V/def2-TZVPD.

Cartesian coordinates (Å):
Zr -1.9441 0.1138 -1.0609
C 0.6152 -3.1174 6.3553
O 1.8219 -2.3772 6.4415
C 2.4730 -2.0929 5.2926
C 2.0448 -2.4922 4.0272
C 2.7822 -2.1282 2.9109
C 3.9468 -1.3881 3.0450
C 4.4066 -1.0506 4.3139
C 3.6609 -1.3723 5.4273
N 4.7899 -1.0572 1.9298
N 4.3344 -0.5593 0.8946
C 2.9790 -0.1034 0.7883
C 2.4295 0.8256 1.6350
C 1.1474 1.3647 1.4158
C 0.4095 0.9653 0.3349
O -0.8432 1.3846 0.0403
C 0.9768 0.0329 -0.5682
N 0.1793 -0.3349 -1.6221
C 0.6464 -1.2051 -2.5038
C 1.9359 -1.7411 -2.4078
C 2.7330 -1.3985 -1.3447
C 2.2575 -0.4976 -0.3656
H 0.2493 -3.2132 7.3727
H 0.7912 -4.1116 5.9383
H -0.1273 -2.5912 5.7503
H 1.1538 -3.0891 3.9018
H 2.4547 -2.4507 1.9304
H 5.3469 -0.5236 4.4131
H 3.9898 -1.0994 6.4208
H 2.9956 1.1466 2.4994
H 0.7334 2.0880 2.1054
H -0.0197 -1.4829 -3.3124
H 2.2819 -2.4274 -3.1665
H 3.7312 -1.8060 -1.2465
Cl -4.3016 3.8092 -6.6686
C -3.8326 2.5740 -5.5579
C -3.8779 1.2647 -5.9397
C -3.5005 0.2310 -5.0504
I -3.5582 -1.7545 -5.6523
C -3.0859 0.5340 -3.7834
O -2.7129 -0.3479 -2.8403
C -3.0319 1.8948 -3.3924
N -2.5807 2.1085 -2.1189
C -2.4890 3.3509 -1.6814
C -2.8457 4.4524 -2.4717
C -3.2972 4.2493 -3.7485
C -3.3988 2.9364 -4.2540
H -4.2073 1.0154 -6.9386
H -2.1062 3.4807 -0.6767
H -2.7533 5.4487 -2.0652
H -3.5728 5.0848 -4.3779
F -2.1075 -1.4054 0.0632
B -4.6045 -0.1367 -0.1356
F -5.4990 -1.0007 -0.2959

Output
HOMO level	-10.21	eV
spin multiplicity	1
E_LUMO	-0.1417	Ha
net charge	+1
Kohn-Sham gap	6.349	eV
electronic energy	-66300.5682	eV
relative energy (zero: lowest compared OMol25 entry of this formula, charge and spin)	0.000	eV

***

4.
Below is a structure of composition C25H17AlF6N4O10S3, with properties calculated with ωB97M-V/def2-TZVPD.

Cartesian coordinates (Å):
Al -0.1240 0.3599 0.6552
O -1.3848 -0.3836 -0.4336
C -2.7582 0.2515 -0.2571
C -2.4892 1.5151 0.6088
O -3.3579 2.3001 0.8103
O -1.2468 1.5878 1.0936
C -3.2587 0.6504 -1.6272
C -2.3672 1.0169 -2.6337
C -2.8444 1.4388 -3.8665
C -4.2097 1.5142 -4.0910
C -5.0982 1.1731 -3.0798
C -4.6280 0.7406 -1.8506
C -3.5772 -0.7773 0.4867
C -3.8542 -0.6472 1.8448
C -4.4656 -1.6877 2.5323
C -4.7990 -2.8605 1.8712
C -4.5403 -2.9877 0.5117
C -3.9389 -1.9481 -0.1795
H -1.4194 -1.0587 -1.1245
H -1.2973 1.0021 -2.4661
H -2.1443 1.7193 -4.6424
H -4.5830 1.8463 -5.0507
H -6.1650 1.2441 -3.2464
H -5.3214 0.4830 -1.0603
H -3.5974 0.2621 2.3758
H -4.6710 -1.5832 3.5896
H -5.2591 -3.6753 2.4143
H -4.8055 -3.8975 -0.0107
H -3.7506 -2.0477 -1.2443
O -2.4939 -5.8477 5.5253
S -1.4308 -6.5229 6.2485
O -1.7414 -6.8800 7.6108
O -0.6960 -7.5091 5.4777
C -0.1614 -5.2168 6.3914
N 0.6314 -5.1326 7.4684
C 1.5283 -4.1566 7.4767
C 1.6275 -3.2127 6.4602
C 0.7684 -3.3931 5.3955
N -0.0925 -4.3978 5.3433
C 0.6619 -2.4923 4.2283
C 1.6168 -1.5412 3.8669
C 1.4038 -0.7525 2.7649
N 0.2936 -0.8696 2.0037
C -0.6259 -1.8069 2.3395
C -0.4763 -2.6175 3.4274
H 2.1859 -4.1159 8.3384
H 2.3174 -2.3808 6.5254
H 2.5287 -1.4224 4.4348
H 2.1246 -0.0058 2.4530
H -1.4992 -1.8808 1.7043
H -1.2115 -3.3732 3.6782
F 4.0764 1.5724 0.1961
C 3.1402 2.5001 0.1222
F 2.5834 2.6576 1.3293
F 3.6408 3.6411 -0.2895
S 1.8026 1.9494 -1.0373
O 1.3106 0.7383 -0.2357
O 0.8384 2.9941 -1.0842
N 2.3893 1.3280 -2.2892
S 3.1713 2.2287 -3.4153
O 2.3946 3.3394 -3.8585
O 4.5400 2.3893 -3.0485
C 3.0995 0.9564 -4.7497
F 3.7937 -0.1161 -4.4014
F 1.8356 0.6067 -4.9741
F 3.6104 1.4788 -5.8501

Output
HOMO level	-7.74	eV
spin multiplicity	1
E_LUMO	-0.0785	Ha
Kohn-Sham gap	5.606	eV
electronic energy	-108045.6289	eV
relative energy (zero: lowest compared OMol25 entry of this formula, charge and spin)	0.000	eV